Entry 1:
{
  "formula": "C2ClF3OS",
  "method": "ωB97M-V/def2-TZVPD",
  "symbols": ["C", "C", "O", "F", "F", "F", "S", "Cl"],
  "positions_angstrom": [[0.7554, -0.0481, 0.2680], [-1.5492, 0.3038, 0.1177], [3.1014, -0.5377, -0.2345], [0.7800, -0.7929, 1.3917], [-1.5591, 1.5981, -0.1420], [-1.7498, 0.2102, 1.4444], [2.0182, 0.1401, -0.7797], [-2.4770, -0.7761, -0.8015]],
  "forces_ev_per_angstrom": [[-3.71, -0.46, -0.01], [4.07, 0.95, 2.42], [5.41, -2.66, 1.72], [0.55, 0.87, -1.34], [-0.68, -0.48, -1.00], [-0.22, -0.63, -1.01], [-5.54, 2.13, -0.62], [0.12, 0.28, -0.15]],
  "e_lumo_ev": [-1.3, -1.3],
  "e_homo_ev": [-9.48, -9.48]
}


Entry 2:
{
  "formula": "C21H36Cl2HgN3O4",
  "method": "ωB97M-V/def2-TZVPD",
  "symbols": ["O", "C", "C", "C", "H", "C", "H", "C", "H", "C", "H", "C", "H", "H", "C", "C", "H", "H", "H", "C", "C", "H", "H", "H", "H", "Hg", "Cl", "Cl", "C", "O", "N", "C", "C", "H", "H", "H", "H", "H", "H", "H", "H", "H", "C", "C", "N", "H", "C", "O", "H", "H", "H", "H", "C", "N", "C", "C", "C", "O", "H", "H", "H", "H", "H", "H", "H", "H", "H"],
  "positions_angstrom": [[1.8771, -0.5482, -2.8533], [2.3533, -1.6076, -2.2364], [1.5227, -2.8734, -2.5580], [0.2092, -3.0043, -2.1157], [-0.2671, -2.1739, -1.5933], [-0.4379, -4.2414, -2.2485], [-1.4469, -4.3570, -1.8503], [0.2043, -5.3046, -2.9054], [-0.2873, -6.2770, -3.0020], [1.5043, -5.1299, -3.3968], [2.0158, -5.9519, -3.9056], [2.1553, -3.9077, -3.2449], [3.1777, -3.7728, -3.5935], [3.3477, -1.7920, -2.7058], [3.8385, -0.5432, -0.3519], [2.7929, -1.5634, -0.6641], [4.8419, -0.9912, -0.2238], [3.6068, -0.0029, 0.5769], [3.8845, 0.1769, -1.1743], [2.4783, -2.5657, 0.1680], [3.2083, -2.8805, 1.4393], [1.6685, -3.2565, -0.0892], [4.0730, -3.5635, 1.2925], [2.5203, -3.3630, 2.1528], [3.5770, -1.9531, 1.9153], [0.8056, -0.6890, 2.0411], [-0.8969, -1.9403, 1.0641], [2.5946, 0.3463, 3.1359], [-1.4097, 0.7351, 4.0530], [-1.0427, 1.1680, 2.9449], [-1.7284, 1.5102, 5.1077], [-1.7129, 2.9672, 5.0297], [-1.9416, 0.9181, 6.4189], [-1.5198, -0.3569, 4.2389], [-1.5171, 3.2676, 4.0008], [-0.9454, 3.3840, 5.6974], [-2.6781, 3.3684, 5.3663], [-1.8401, -0.1690, 6.3151], [-2.9477, 1.1579, 6.7974], [-1.2036, 1.2903, 7.1458], [1.4791, 4.6698, -0.6736], [0.6660, 3.8575, -2.9727], [2.0786, 3.7520, -0.5950], [1.3407, 2.9960, -2.8362], [1.4937, 2.7094, -1.4202], [2.0822, 3.4088, 0.4446], [1.1327, 1.5529, -0.8496], [1.1888, 1.3429, 0.3739], [0.9180, 2.1130, -3.3275], [0.7964, 0.7735, -1.5541], [3.1111, 3.9635, -0.9168], [2.3144, 3.2318, -3.2923], [-4.9549, 1.6709, -1.1615], [-3.6438, 1.1340, -0.8258], [-3.4592, 0.5412, 0.4786], [-2.5543, 1.2138, -1.6430], [-2.6971, 1.9297, -2.9665], [-1.4805, 0.7122, -1.2830], [-5.6376, 1.4072, -0.3495], [-5.3258, 1.2378, -2.1041], [-4.9286, 2.7678, -1.2700], [-3.0998, -0.4918, 0.4035], [-2.7244, 1.0882, 1.0854], [-4.4285, 0.5633, 0.9816], [-2.1653, 2.8898, -2.9056], [-2.2071, 1.3281, -3.7421], [-3.7290, 2.1266, -3.2679]],
  "forces_ev_per_angstrom": [[-0.96, 1.62, 0.31], [0.30, -0.46, 0.04], [0.88, 0.50, 0.50], [-0.14, -0.71, 0.00], [0.15, -0.18, -0.18], [0.25, 0.32, -0.43], [0.21, -0.08, -0.09], [0.12, 0.11, 0.23], [0.11, 0.32, 0.02], [-0.26, -0.09, -0.22], [-0.21, 0.16, 0.13], [-0.54, -0.37, 0.38], [-0.15, 0.00, 0.07], [0.59, -0.67, 0.45], [0.32, 0.26, 0.14], [-0.53, -0.84, -1.45], [-0.33, 0.07, -0.09], [0.09, -0.06, -0.24], [0.00, 0.00, 0.07], [-0.17, -0.04, -0.18], [0.07, 0.33, 0.69], [0.45, 0.15, -0.11], [-0.44, 0.31, -0.04], [0.29, 0.02, -0.06], [0.05, -0.51, -0.11], [0.21, 0.47, -0.91], [-0.02, -0.05, 0.51], [-0.26, -0.15, 0.28], [0.64, 0.59, -1.90], [-0.72, -0.69, 1.86], [-0.05, 0.16, 0.50], [0.02, -0.17, 0.14], [-0.16, -0.01, -0.20], [0.12, 0.41, 0.03], [0.01, -0.07, 0.13], [-0.03, -0.15, -0.23], [0.09, -0.12, -0.15], [-0.05, 0.27, 0.22], [0.24, -0.09, -0.09], [-0.12, -0.14, -0.23], [0.16, -0.05, 0.03], [0.15, -0.16, 0.00], [-0.07, -0.02, -0.06], [-0.06, -0.41, 0.23], [0.43, 0.96, 0.22], [0.01, 0.06, -0.26], [-0.53, -1.45, 0.30], [0.14, 0.33, -0.48], [0.18, 0.11, 0.08], [0.28, 0.25, 0.07], [-0.26, 0.00, 0.06], [-0.24, -0.09, 0.09], [0.25, 0.09, -0.29], [-0.25, 0.35, -0.40], [0.17, -0.29, 0.51], [1.11, -0.85, 0.77], [0.10, 0.06, -0.32], [-1.55, 0.82, -0.67], [0.03, 0.13, -0.30], [-0.05, 0.14, 0.34], [-0.14, -0.27, 0.06], [-0.06, 0.24, 0.02], [-0.10, -0.12, -0.21], [0.17, -0.12, 0.09], [-0.10, -0.25, 0.02], [-0.05, 0.14, 0.26], [0.19, -0.03, 0.06]],
  "total_charge": -1,
  "e_lumo_ev": 2.2,
  "e_homo_ev": -3.01
}


Entry 3:
{
  "formula": "C2H12O3S2",
  "method": "ωB97M-V/def2-TZVPD",
  "symbols": ["C", "S", "S", "C", "H", "H", "H", "H", "H", "H", "H", "H", "O", "H", "H", "O", "H", "H", "O"],
  "positions_angstrom": [[0.4298, -1.2541, 1.3516], [0.0450, -1.6359, -0.3795], [-0.9615, 0.1236, -0.9984], [-2.6241, -0.2497, -0.3564], [1.1921, -0.4655, 1.4083], [-0.4064, -0.9404, 1.8916], [0.7230, -2.1821, 1.8725], [-2.5206, -0.5050, 0.6931], [-3.3226, 0.6092, -0.4683], [-3.0608, -0.9486, -1.0745], [0.1734, 1.6364, 2.0054], [0.6289, 0.7436, 3.1076], [-0.1975, 1.0973, 2.7291], [1.3916, 2.8760, 0.4558], [1.9108, 1.6346, -0.4288], [1.6339, 1.9138, 0.4928], [1.9514, -0.1259, -1.6166], [1.2980, 0.8445, -2.5168], [2.0476, 0.7441, -1.8788]],
  "forces_ev_per_angstrom": [[0.84, -1.02, 0.04], [0.00, 1.68, -0.33], [-0.12, -1.81, 0.51], [-0.40, 1.48, -0.37], [-0.11, -0.46, -0.39], [-1.49, 0.71, 0.51], [0.27, 0.15, -0.70], [-0.32, -0.51, -0.07], [0.93, -0.01, 0.25], [0.37, -0.65, 0.50], [-0.23, -0.13, 0.21], [-0.59, 0.29, 0.21], [0.77, 0.26, -0.16], [0.60, -1.30, -0.12], [-0.34, 0.56, 0.97], [-0.48, 0.94, -0.61], [0.17, -3.12, 0.96], [1.14, 0.27, 0.47], [-1.01, 2.69, -1.89]],
  "total_charge": 1,
  "e_lumo_ev": [-5.0, -8.7],
  "e_homo_ev": [-14.65, -14.60],
  "spin_multiplicity": 2,
  "s2": 0.756
}


Entry 4:
{
  "formula": "C11H20N3P2Sn",
  "method": "ωB97M-V/def2-TZVPD",
  "symbols": ["C", "C", "C", "C", "C", "Sn", "P", "H", "H", "H", "H", "H", "H", "H", "H", "C", "N", "C", "N", "C", "N", "C", "P", "C", "C", "H", "H", "H", "H", "H", "H", "H", "H", "H", "H", "H", "H"],
  "positions_angstrom": [[0.4351, 0.0863, -4.4036], [-0.8145, -0.5917, -4.2935], [-0.6179, -1.7804, -3.5142], [0.7652, -1.8620, -3.1611], [1.4386, -0.6969, -3.7032], [-0.0752, 0.0950, -1.9187], [-0.6281, 2.6399, -1.6351], [0.6304, 0.9845, -4.9686], [-1.7491, -0.2747, -4.7555], [-1.3778, -2.5350, -3.2974], [2.5134, -0.5009, -3.6858], [1.2531, -2.6783, -2.6421], [-1.6277, 2.6700, -0.5870], [-1.1348, 3.1749, -2.8561], [0.5889, 3.2799, -1.1970], [1.2694, -0.1050, 3.2357], [0.9868, 1.0491, 2.3511], [-0.4138, 1.4978, 2.5268], [-1.3936, 0.4015, 2.3549], [-1.0498, -0.7318, 3.2445], [0.3324, -1.2467, 3.0446], [0.5026, -1.8905, 1.7341], [0.1677, -0.6230, 0.4888], [1.3232, 0.7573, 0.9726], [-1.5328, -0.0332, 0.9796], [1.1521, 0.2445, 4.2770], [2.2861, -0.4667, 3.0287], [-0.6243, 2.2759, 1.7810], [-0.5124, 1.8621, 3.5643], [-1.7486, -1.5567, 3.0486], [-1.1168, -0.3616, 4.2828], [1.5289, -2.2573, 1.5862], [-0.2071, -2.7180, 1.5875], [1.2389, 1.6516, 0.3465], [2.3469, 0.3675, 0.9080], [-2.2070, -0.8975, 0.9255], [-1.9286, 0.7699, 0.3500]],
  "forces_ev_per_angstrom": [[-0.29, -1.29, -0.18], [1.00, 0.33, -0.42], [0.91, -0.32, -0.20], [-0.20, 0.18, -1.22], [-1.03, -0.27, 0.06], [-0.40, -1.72, -1.76], [-0.10, 1.86, 0.46], [-0.04, 0.03, 0.06], [0.30, -0.09, 0.26], [0.33, 0.37, -0.02], [-0.49, -0.07, 0.06], [-0.14, 0.16, 0.01], [0.67, 0.81, -0.81], [0.12, 0.50, 0.85], [-1.16, 0.52, -0.23], [-0.64, -0.16, -0.24], [0.21, 0.50, 0.87], [0.28, -0.97, 0.13], [-0.36, 0.23, 0.82], [0.63, 0.18, -0.24], [-0.11, 0.37, 0.67], [-0.12, 0.70, 0.91], [0.53, -1.29, -1.06], [-0.86, -0.71, 0.75], [1.02, -0.13, 0.59], [0.24, -0.24, -0.44], [-0.19, 0.23, 0.29], [-0.01, 0.02, 0.39], [-0.02, 0.07, -0.56], [0.06, 0.30, 0.29], [-0.08, -0.35, -0.42], [-0.29, 0.01, 0.20], [0.24, 0.17, 0.17], [0.01, -0.12, 0.06], [-0.13, 0.15, -0.08], [0.05, 0.20, -0.09], [0.06, -0.18, 0.07]],
  "total_charge": 1,
  "e_lumo_ev": -3.6,
  "e_homo_ev": -9.80
}


Entry 5:
{
  "formula": "C31H35O5",
  "method": "ωB97M-V/def2-TZVPD",
  "symbols": ["C", "C", "O", "C", "O", "C", "C", "C", "C", "O", "C", "C", "C", "C", "C", "C", "C", "O", "C", "C", "C", "C", "C", "C", "C", "C", "C", "C", "C", "C", "C", "C", "C", "C", "C", "O", "H", "H", "H", "H", "H", "H", "H", "H", "H", "H", "H", "H", "H", "H", "H", "H", "H", "H", "H", "H", "H", "H", "H", "H", "H", "H", "H", "H", "H", "H", "H", "H", "H", "H", "H"],
  "positions_angstrom": [[4.0192, 2.4216, 1.1789], [2.7470, 2.5906, 0.4014], [1.8264, 1.6023, 0.8709], [0.7191, 1.6064, 0.0993], [0.4209, 2.4413, -0.7317], [-0.2016, 0.3392, 0.3387], [0.5625, -0.7132, -0.6049], [2.0962, -0.7107, -0.3927], [3.1943, -0.3017, -1.3036], [3.1674, 0.4877, -2.2613], [4.4072, -0.9806, -0.7692], [5.7209, -0.8631, -1.1664], [6.7329, -1.4239, -0.3981], [6.4247, -2.0942, 0.8345], [5.0956, -2.1860, 1.2155], [4.0828, -1.6617, 0.4456], [2.6632, -1.4589, 0.6948], [2.1133, -1.9075, 1.7687], [0.3588, -0.4795, -2.1565], [0.9450, -1.4354, -2.9929], [0.8104, -1.3401, -4.3777], [0.0875, -0.2815, -4.9225], [-0.5911, 0.6023, -4.0878], [-0.4712, 0.4899, -2.6929], [0.0122, -0.3706, 1.6957], [-0.8272, -1.6444, 1.9445], [-2.3594, -1.5400, 2.1814], [-3.2421, -1.6880, 0.9287], [-4.7442, -1.6588, 1.2522], [-5.3456, -0.3704, 1.7471], [-5.3275, 0.6600, 0.5810], [-4.7450, 2.0171, 1.0416], [-3.6641, 2.7260, 0.1680], [-2.4513, 1.8899, -0.3505], [-1.5589, 1.1364, 0.7127], [-1.8622, 1.3434, 1.8676], [4.7200, 3.1852, 0.8077], [3.8089, 2.5992, 2.2430], [4.4881, 1.4187, 1.0345], [2.3000, 3.5627, 0.5865], [2.8761, 2.4660, -0.6801], [0.0411, -1.7018, -0.2360], [6.0042, -0.2962, -2.0786], [7.7815, -1.3652, -0.6621], [7.2166, -2.5366, 1.4475], [4.7982, -2.6502, 2.1770], [1.5325, -2.2231, -2.5572], [1.3319, -2.0847, -4.9942], [0.0364, -0.2029, -5.9839], [-1.2330, 1.4046, -4.5157], [-0.9388, 1.2379, -2.0600], [1.0374, -0.7691, 1.6982], [-0.0277, 0.3470, 2.5300], [-0.3997, -2.0997, 2.8464], [-0.6628, -2.3496, 1.1274], [-2.6031, -0.6210, 2.7162], [-2.6095, -2.3793, 2.8499], [-3.0477, -2.6739, 0.4626], [-2.9343, -0.9581, 0.1810], [-4.9250, -2.4310, 1.9907], [-5.2932, -1.9397, 0.3571], [-4.8572, 0.0089, 2.6609], [-6.3945, -0.5288, 2.0212], [-6.3823, 0.8064, 0.2579], [-4.7691, 0.2967, -0.2939], [-4.2827, 1.9527, 2.0349], [-5.5878, 2.7159, 1.1551], [-3.2501, 3.5408, 0.7569], [-4.1051, 3.1749, -0.7140], [-1.7469, 2.6170, -0.7388], [-2.7387, 1.2321, -1.1884]],
  "forces_ev_per_angstrom": [[0.57, -0.12, -0.06], [0.33, -0.04, -0.06], [-1.14, 0.70, -0.97], [-1.04, -1.12, 0.95], [0.97, -0.13, 0.74], [1.06, 1.60, 2.45], [-1.32, 0.04, -1.95], [-0.11, -1.44, 0.41], [-2.23, 0.39, 0.16], [0.37, -0.83, 0.82], [0.70, -0.55, 1.44], [0.42, 0.60, -1.02], [-0.02, -1.23, 2.12], [0.45, 0.73, -1.84], [-0.90, -0.66, 1.45], [2.01, 1.37, -2.00], [-2.03, -0.80, 1.38], [2.30, -0.38, -2.21], [-0.60, -1.46, 1.44], [-0.43, 0.61, -0.71], [0.46, -0.14, 0.65], [-0.22, -0.29, 0.56], [-0.24, 0.32, 0.00], [0.22, 0.34, -0.67], [0.91, 0.38, 0.49], [-0.57, 0.77, 0.31], [0.16, -0.52, 0.00], [0.25, -0.35, 0.43], [0.34, -0.44, 0.02], [-0.07, 0.59, -0.59], [-0.13, 0.76, 0.58], [0.28, 0.79, -0.14], [0.30, -1.17, 0.28], [0.00, -0.46, 0.52], [-2.02, 0.68, -1.97], [0.59, -0.20, -0.55], [-0.02, -0.23, 0.29], [0.28, -0.15, -0.22], [-0.46, 0.69, 0.13], [0.04, 0.28, -0.06], [0.07, 0.00, 0.23], [1.63, 1.63, -1.40], [-0.45, -0.40, 0.65], [-0.07, 0.16, -0.27], [-0.28, 0.25, -0.27], [0.31, 0.26, -0.62], [0.16, -0.21, 0.12], [-0.35, 0.44, 0.07], [-0.17, 0.21, -0.65], [0.62, -0.64, 0.32], [0.20, -0.42, -0.30], [-1.21, 0.72, 0.34], [-0.27, -0.46, -0.24], [0.09, 0.03, -0.28], [0.01, -0.22, 0.24], [0.03, -0.07, -0.02], [-0.15, 0.18, -0.06], [0.09, 0.36, 0.19], [-0.22, 0.23, -0.16], [-0.03, -0.43, 0.20], [-0.15, -0.19, -0.20], [0.04, -0.07, -0.49], [0.12, -0.19, 0.08], [0.69, -0.03, -0.05], [-0.11, -0.11, 0.34], [-0.25, -0.35, -0.21], [0.26, 0.03, 0.01], [-0.06, 0.14, 0.14], [-0.21, 0.10, -0.28], [0.08, 0.06, -0.45], [0.14, 0.11, 0.42]],
  "smiles": "CCOC(=O)[C@@]1([C@H](C2=C([O-])c3ccccc3C2=O)c2ccccc2)CCCCCCCCCCC1=O",
  "total_charge": -1,
  "e_lumo_ev": 3.0,
  "e_homo_ev": -4.24
}


Entry 6:
{
  "formula": "C4H4FNO",
  "method": "ωB97M-V/def2-TZVPD",
  "symbols": ["C", "C", "C", "C", "N", "O", "F", "H", "H", "H", "H"],
  "positions_angstrom": [[2.0874, -0.8681, 0.0272], [2.5654, 0.4533, -0.2126], [-0.6826, 0.2976, -0.6162], [-2.0053, 0.5014, 0.0172], [0.9075, -1.3779, -0.1033], [-0.2332, -0.7088, 0.0414], [1.9780, 1.4125, 0.4628], [2.7764, -1.5937, -0.0386], [-2.2376, 1.6072, 0.3414], [-2.9178, 0.3621, -0.7388], [-2.2381, -0.0857, 0.8194]],
  "forces_ev_per_angstrom": [[-3.96, 1.63, 0.19], [0.43, 1.92, -0.30], [-0.02, 0.69, -0.68], [-3.14, 3.86, -2.67], [1.96, -1.87, -0.31], [-0.79, 0.30, 1.36], [0.00, -0.55, 0.09], [2.66, -2.49, -0.24], [0.97, -1.83, -0.76], [2.19, 0.15, 1.08], [-0.30, -1.80, 2.24]],
  "e_lumo_ev": -1.4,
  "e_homo_ev": -9.14
}